ORCA calculation (the ωB97M-V functional and the def2-TZVPD basis) on C9H8N2S in the gas phase in a non-equilibrium geometry.

The geometry in XYZ format:
```
20
Properties=species:S:1:pos:R:3:forces:R:3
C 2.28642 1.36482 -0.35686 -2.63 3.59 -1.65
C -1.00458 2.13422 0.12994 0.81 -3.01 -0.29
C 3.45876 0.81347 -0.17588 -0.49 -2.53 0.45
C -2.40111 0.52091 0.26635 3.72 2.62 -0.06
C 1.10647 0.55470 -0.21877 2.19 -0.03 1.79
C -0.22505 0.98384 0.02212 -1.83 0.80 -0.13
C 1.52260 -0.66529 0.22031 -1.57 -0.72 -0.51
C -0.92841 -1.33855 0.55734 3.11 -0.64 -0.56
C -1.28836 -2.41339 -0.40703 -1.10 -1.28 1.37
N -2.30107 1.82341 0.30715 -1.32 0.03 -0.27
N -1.13863 -0.02655 0.15474 -1.45 -0.48 0.33
S 3.21191 -0.88312 0.22186 0.22 0.20 0.25
H 2.20478 2.43755 -0.70651 0.09 -1.24 0.55
H -0.67228 3.08726 0.07076 0.86 2.80 -0.19
H 4.34285 1.30115 -0.37295 2.07 0.48 -0.15
H -3.19604 -0.03280 0.51018 -2.97 -1.96 0.64
H -0.75441 -1.57881 1.62037 -0.22 0.45 -0.65
H -1.52319 -3.33014 0.25638 0.13 1.16 -1.47
H -0.51753 -2.69915 -1.13199 -0.08 0.30 0.25
H -2.18312 -2.05355 -0.96749 0.46 -0.56 0.29
```
Positions in Å, forces in eV/Å.

Summary:
Highest occupied orbital energy (alpha / beta) = -0.29180 / -0.28899 Ha
Relative energy (zero: lowest compared OMol25 entry of this formula, charge and spin) = 116.8 kcal per mole
Gap between HOMO and LUMO (alpha / beta) = 7.42 / 6.66 eV



ORCA calculation (the ωB97M-V functional and the def2-TZVPD basis) on 11 unconnected molecules or ions with the total composition C40H77N4O17S7 in a non-equilibrium geometry.

The geometry in XYZ format:
```
145
Properties=species:S:1:pos:R:3:forces:R:3
N -0.15220 -0.00730 0.18556 -0.23 -1.24 0.27
O 0.35857 -1.10651 0.56825 -0.25 1.11 -0.32
O -1.02659 -0.04595 -0.71897 0.60 0.65 0.58
O 0.18900 1.06584 0.74052 -0.22 -0.40 -0.45
C -3.75058 -1.88643 -0.80259 0.09 -0.91 -2.47
C -3.07508 -2.13516 0.47809 0.86 0.25 1.31
C -3.46862 -3.55359 0.83166 -0.69 0.56 2.08
S -3.70125 -4.58068 -0.57312 1.59 -1.10 0.31
O -4.97323 -5.21644 -0.49150 -1.10 -0.33 0.05
O -2.54362 -5.41742 -0.87257 -0.50 0.19 0.48
C -3.58379 -3.24007 -1.60429 -1.25 2.72 -0.92
H -3.19320 -1.16467 -1.40776 -0.49 0.25 0.21
H -4.82081 -1.64021 -0.75725 0.40 0.12 0.16
H -3.42113 -1.39696 1.24089 0.33 -0.70 -0.21
H -1.98340 -2.05295 0.41562 -0.19 0.16 -0.24
H -4.50767 -3.42445 1.13696 -0.06 -0.56 0.62
H -2.84189 -3.97041 1.60918 -0.16 -0.45 0.14
H -4.29275 -3.19001 -2.42278 0.31 -0.55 -0.44
H -2.55637 -3.36652 -1.84077 0.88 0.41 -1.07
C 0.60084 5.27526 -0.75415 -0.91 -0.88 -0.17
C -0.68744 4.37471 -0.79380 0.26 0.66 0.59
C -0.33343 3.16513 -1.64874 0.73 0.63 0.11
S 0.72515 3.81085 -2.92316 2.56 -2.07 -0.36
O 0.08386 3.86250 -4.20355 -0.81 0.42 -0.53
O 2.01906 3.09084 -2.91704 -1.40 0.75 0.42
C 0.99792 5.38748 -2.21762 0.39 0.70 0.30
H 1.35474 4.79637 -0.14509 0.38 -0.04 0.14
H 0.37625 6.25725 -0.36763 0.00 0.19 0.32
H -1.54367 5.01056 -1.11035 0.46 -0.80 -0.13
H -0.92474 3.95419 0.18206 -0.08 0.51 0.22
H -1.15363 2.64094 -2.08640 -0.47 -0.34 -0.26
H 0.31349 2.48898 -1.07477 -0.38 0.03 -0.09
H 0.27075 6.03682 -2.67525 -0.07 0.46 -0.48
H 2.03361 5.69286 -2.43231 -0.48 -0.09 0.05
C -4.21590 2.83078 -4.81701 -0.37 -0.89 -0.27
C -2.85101 2.09931 -4.69615 -1.54 -0.47 0.14
C -2.99721 1.16301 -3.48004 0.77 0.74 0.75
S -4.65483 0.56244 -3.42567 -1.27 1.05 0.88
O -5.33755 0.87509 -2.17076 0.83 -0.11 -0.70
O -4.69228 -0.80486 -3.84697 -0.04 -0.88 -0.61
C -5.26046 1.70970 -4.67734 0.33 -0.45 -0.26
H -4.39961 3.21511 -5.82251 0.41 0.40 0.14
H -4.36698 3.60621 -4.08014 0.16 0.18 0.25
H -2.04406 2.77944 -4.56786 0.77 0.47 0.06
H -2.70376 1.51156 -5.60729 0.17 0.03 0.11
H -2.95380 1.74011 -2.53824 0.30 -0.21 -0.47
H -2.28035 0.34096 -3.45330 -0.18 0.00 0.06
H -6.28198 2.00761 -4.41748 0.28 -0.15 -0.23
H -5.16510 1.12891 -5.60690 -0.64 0.05 0.20
C -0.76242 2.56712 3.59566 -1.43 -0.52 2.09
C -1.42842 2.86964 4.98786 -0.42 -0.29 -1.21
C -2.22156 4.19067 4.74891 0.62 -1.37 0.37
S -1.13559 5.05887 3.65942 -0.63 3.37 -2.72
O -0.47140 6.16917 4.31890 -0.06 -0.89 0.26
O -1.91000 5.43915 2.45918 0.61 -0.90 1.07
C 0.00873 3.76391 3.24818 0.54 0.79 0.27
H -1.60939 2.35727 2.93459 0.47 0.00 -0.33
H -0.10497 1.74394 3.66666 0.45 -1.17 -0.04
H -0.69737 2.96216 5.78213 0.18 0.09 0.07
H -2.09364 2.04369 5.21308 -0.14 -0.03 0.34
H -2.30477 4.75684 5.68697 -0.51 0.00 -0.61
H -3.12877 3.98566 4.13419 0.45 0.41 0.89
H 0.83073 3.97602 3.94243 0.12 -0.47 -0.21
H 0.37296 3.69515 2.23006 -0.10 0.82 -0.26
C 3.65091 1.47571 -0.13729 -0.79 -1.54 -0.25
C 3.43759 0.46586 1.02680 -0.46 0.42 0.12
C 3.24466 1.32468 2.28224 0.19 -0.58 0.15
S 4.40470 2.65848 2.15399 0.81 0.03 0.62
O 5.69176 2.33244 2.80887 -1.84 0.68 -0.67
O 3.65137 3.87252 2.48706 1.09 -0.69 -0.36
C 4.64587 2.43823 0.37320 1.35 1.50 -0.12
H 2.69812 1.91517 -0.45790 0.20 0.11 0.27
H 4.09411 0.98620 -1.01668 -0.31 -0.01 0.20
H 4.31980 -0.15930 1.16042 0.05 -0.11 -0.14
H 2.53539 -0.14819 0.91899 0.28 -0.03 -0.26
H 3.41063 0.79007 3.22508 -0.14 0.24 -0.14
H 2.28290 1.82782 2.25882 -0.24 -0.15 0.12
H 5.65523 2.01154 0.24968 -0.30 0.31 0.25
H 4.61108 3.41893 -0.11602 0.06 -0.15 0.19
C 1.36018 -0.04986 -2.64832 1.31 0.55 -0.24
C 1.04584 -1.53182 -2.53883 0.42 0.05 -1.83
C 0.73295 -1.94838 -4.00079 -0.06 0.04 1.05
S 2.07787 -1.25279 -4.89137 1.07 -1.14 -1.44
O 1.75604 -0.78863 -6.22771 -0.22 -0.12 0.59
O 3.12724 -2.27583 -4.78117 -0.36 0.94 0.21
C 2.41225 0.11935 -3.79978 -0.97 -0.93 0.59
H 1.84987 0.33868 -1.76696 -0.08 0.00 0.46
H 0.46915 0.57116 -2.78259 0.08 -0.29 -0.33
H 0.16298 -1.67866 -1.98610 -0.72 -0.41 1.20
H 1.91865 -2.10168 -2.20003 -0.31 0.08 0.30
H -0.17742 -1.48751 -4.30495 -0.79 0.54 -0.35
H 0.63020 -3.01385 -4.15193 0.37 -0.21 -0.24
H 2.33923 1.04732 -4.32887 0.06 0.41 -0.26
H 3.41796 -0.11090 -3.47335 0.29 0.34 0.31
C 2.37177 -2.54411 4.36298 0.24 -0.68 0.54
C 1.39320 -2.28944 3.23245 1.01 0.41 -0.48
C 0.72457 -0.99591 3.50469 -1.07 1.69 0.36
S 0.77959 -0.65602 5.29455 0.18 1.05 -1.34
O -0.52864 -0.72602 5.89975 0.05 0.14 0.14
O 1.61067 0.53023 5.46668 -0.53 -0.54 0.22
C 1.70830 -2.08340 5.66914 -0.05 -1.51 -0.28
H 3.34543 -2.13320 4.21424 0.54 1.01 -0.19
H 2.60739 -3.60175 4.39359 -0.21 -0.38 0.32
H 0.69087 -3.10416 3.16197 -0.27 -0.26 -0.20
H 1.91371 -2.11590 2.28685 -0.10 -0.71 -0.04
H -0.28423 -0.93937 3.13086 -0.56 -0.17 0.20
H 1.18109 -0.11827 3.04232 0.38 -0.28 0.07
H 0.95987 -2.84483 5.89904 -0.04 0.09 0.33
H 2.33976 -1.91668 6.52219 0.35 0.11 0.26
C 0.98857 -6.16961 1.44374 1.04 -0.21 -0.15
C 0.56018 -5.37994 0.21991 -0.47 -0.82 0.22
C 1.49076 -5.48134 -0.99499 -0.12 -0.44 0.11
C 1.86948 -6.86722 -1.38483 -0.51 0.94 0.51
N 2.10558 -7.95432 -1.65723 0.20 -0.30 -0.11
H 0.99904 -7.23053 1.20826 -0.30 -0.23 -0.12
H 0.35102 -6.04576 2.32175 0.12 0.27 -0.14
H 2.04199 -5.98901 1.67284 -0.02 0.37 0.47
H 0.36533 -4.33119 0.40725 0.22 0.32 0.19
H -0.39661 -5.80507 -0.02691 -0.51 0.06 -0.55
H 2.40118 -4.91721 -0.79379 0.06 0.05 -0.22
H 0.94522 -5.04608 -1.83209 0.30 0.12 -0.17
C 5.04763 -3.03534 0.54687 0.44 -0.54 1.16
C 5.24396 -3.99915 -0.60593 0.03 0.19 0.12
C 4.97420 -3.34024 -1.96059 -0.29 -0.08 -0.18
C 5.40073 -1.96790 -2.03632 0.42 1.02 0.40
N 5.73114 -0.86840 -1.97057 -0.07 -0.11 -0.17
H 4.13546 -2.47547 0.50066 -0.56 0.44 -0.25
H 5.88865 -2.35336 0.70259 -0.14 0.08 -0.45
H 5.00331 -3.59607 1.48657 -0.07 -0.10 -0.05
H 4.52641 -4.81763 -0.55351 0.18 -0.17 0.23
H 6.25275 -4.41703 -0.49216 -0.22 0.01 -0.50
H 3.90562 -3.31996 -2.18758 -0.06 -0.13 0.08
H 5.42864 -3.84776 -2.78659 0.26 -0.58 -0.47
C -5.55571 1.51185 1.29076 -0.47 -0.90 -0.47
C -4.21488 1.92920 1.77627 1.45 2.30 -0.86
C -3.17028 2.08343 0.59066 0.40 -0.89 2.00
C -3.59067 3.00684 -0.42417 -0.60 0.04 -0.98
N -3.93394 3.64826 -1.31708 0.17 0.10 0.41
H -6.04043 2.17546 0.56099 0.30 -0.16 0.26
H -6.17493 1.37503 2.15436 -0.75 0.17 0.44
H -5.48148 0.50088 0.86248 -0.05 0.30 -0.27
H -3.87278 1.25927 2.54640 0.51 -0.48 0.06
H -4.22230 2.92975 2.24127 -0.37 -0.25 0.06
H -3.05255 1.07159 0.20969 0.15 0.08 -0.72
H -2.14815 2.39664 0.91730 -0.83 -0.30 0.00
```
Positions in Å, forces in eV/Å.

Summary:
Highest occupied orbital energy = -0.28462 Ha
Gap between HOMO and LUMO = 9.46 eV
Net charge = -1



ORCA calculation (the ωB97M-V functional and the def2-TZVPD basis) on 2 unconnected molecules or ions with the total composition C6H7Cl2O3S in a non-equilibrium geometry.

The geometry in XYZ format:
```
19
Properties=species:S:1:pos:R:3:forces:R:3
C 0.75067 1.74332 -1.90916 -0.85 -0.82 0.31
C 0.98077 -0.08343 0.86187 0.52 0.63 0.23
C 1.01129 -0.08029 -0.62684 -1.49 0.40 -1.68
C 2.23823 0.08870 0.06379 0.78 -0.77 1.21
C 0.50794 1.11265 1.70147 1.36 0.18 -0.79
C -1.04976 -1.66060 -1.59137 0.55 1.22 -2.52
O 0.73140 2.56755 -1.07349 -0.24 0.78 -0.20
O 0.63441 1.31477 -3.00287 0.26 0.04 -0.34
O 1.11179 -2.76313 -0.48606 -0.23 0.09 -0.24
S 0.83496 -1.61623 -1.42733 -1.51 -1.33 0.01
Cl 2.99510 1.65362 0.17360 1.43 0.53 0.01
Cl 3.47171 -1.20575 0.13499 0.50 0.27 0.12
H 0.90297 -1.09816 1.26029 -0.06 0.30 0.42
H 0.73777 2.13639 1.28642 -0.18 -1.44 0.17
H 0.99936 1.03434 2.66576 -0.12 0.09 0.38
H -0.53205 1.03761 1.79566 -1.70 0.00 0.47
H -1.57719 -1.64508 -0.65461 0.09 0.19 0.52
H -1.46637 -2.48046 -2.24590 1.05 0.39 0.86
H -1.21482 -0.73302 -2.22569 -0.18 -0.77 1.05
```
Positions in Å, forces in eV/Å.

Summary:
Highest occupied orbital energy = -0.15455 Ha
Relative energy (zero: lowest compared OMol25 entry of this formula, charge and spin) = 12.2 kcal per mole
Gap between HOMO and LUMO = 7.66 eV
Net charge = -1



ORCA calculation (the ωB97M-V functional and the def2-TZVPD basis) on C2H3FN4 in the gas phase in a non-equilibrium geometry.

The geometry in XYZ format:
```
10
Properties=species:S:1:pos:R:3:forces:R:3
C 1.50668 0.43292 0.56186 4.67 4.69 -3.44
C 0.62169 -0.41938 0.56608 -6.84 -4.52 1.50
H -1.93011 -0.60011 -1.56050 1.44 0.62 2.23
H -2.34544 -0.09466 0.06020 0.18 -0.45 -0.78
H 2.36937 0.33377 1.03532 3.76 0.08 1.93
N -1.64545 -0.57068 -0.52270 -0.62 -0.24 0.43
N -0.41199 0.00648 -0.15570 -2.05 0.57 -3.31
N 0.00313 1.06919 -0.86213 3.37 -0.27 0.07
N 1.30578 1.22136 -0.50996 -3.22 2.55 -0.47
F 0.52634 -1.37889 1.38753 -0.69 -3.03 1.84
```
Positions in Å, forces in eV/Å.

Summary:
Highest occupied orbital energy = -0.36513 Ha
Relative energy (zero: lowest compared OMol25 entry of this formula, charge and spin) = 81.4 kcal per mole
Gap between HOMO and LUMO = 10.68 eV



ORCA calculation (the ωB97M-V functional and the def2-TZVPD basis) on C5H9N in the gas phase.

The geometry in XYZ format:
```
15
Properties=species:S:1:pos:R:3:forces:R:3
C -1.17258 0.71481 0.63992 0.04 0.14 0.13
C -1.68423 -0.12437 -0.50055 -0.09 -0.05 -0.18
C -0.53875 -0.60318 0.34035 0.02 -0.07 0.18
N 0.79742 -0.72132 -0.20966 -0.09 -0.12 -0.16
C 2.11876 -0.41217 0.56864 -0.16 0.18 0.15
C 1.64806 0.42828 -0.57379 -0.06 0.08 -0.27
H -0.64289 1.62878 0.39419 -0.07 -0.17 0.03
H -1.76191 0.77468 1.54968 0.09 -0.03 -0.15
H -2.64187 -0.62747 -0.40434 0.17 0.08 0.00
H -1.44996 0.22002 -1.50457 -0.01 -0.05 0.17
H -0.73162 -1.40360 1.05025 0.00 0.12 -0.11
H 1.73881 0.05879 1.49155 0.06 -0.08 -0.13
H 0.88422 -1.52795 -0.81730 0.03 0.14 0.09
H 2.12350 0.31917 -1.55138 -0.05 -0.01 0.18
H 1.13229 1.38644 -0.48084 0.13 -0.17 0.07
```
Positions in Å, forces in eV/Å.

Summary:
Highest occupied orbital energy = -0.26522 Ha
Relative energy (zero: lowest compared OMol25 entry of this formula, charge and spin) = 102.1 kcal per mole
Gap between HOMO and LUMO = 8.14 eV



ORCA calculation (the ωB97M-V functional and the def2-TZVPD basis) on a molecular structure, C17H11CoN4O3S in a non-equilibrium geometry.

The geometry in XYZ format:
```
37
Properties=species:S:1:pos:R:3:forces:R:3
Co -0.64475 0.10804 0.75279 -0.75 -0.13 1.44
O -2.06260 1.18737 0.52670 -0.93 1.13 -1.10
N -2.96057 1.37964 1.48176 -0.22 -0.30 1.01
C -4.00319 2.19771 1.26101 -0.26 0.25 -0.15
C -4.93759 2.40426 2.24061 0.02 -0.10 0.18
C -4.80294 1.75888 3.47559 0.17 -0.02 -0.22
C -3.72998 0.92447 3.68609 -0.10 0.20 -0.30
C -2.79817 0.73924 2.66282 -0.01 0.11 -0.23
S -1.41857 -0.26318 2.77596 0.41 -0.32 0.09
H -4.04495 2.66211 0.28733 0.10 -0.06 -0.01
H -5.77007 3.06283 2.05232 -0.01 0.04 -0.08
H -5.53303 1.91543 4.25161 -0.10 0.02 0.10
H -3.57486 0.40162 4.61563 0.00 -0.03 0.07
O 3.45443 -0.26803 -4.72715 0.61 -0.73 0.69
N 3.82084 -0.95042 -3.76799 1.31 -0.02 -1.97
O 4.82343 -1.64635 -3.75970 -0.44 0.42 -0.25
C 3.03682 -0.93490 -2.59358 -0.16 -1.27 3.08
C 3.48656 -1.72556 -1.51976 0.04 1.16 -2.65
C 2.79407 -1.78536 -0.31815 -1.56 0.29 1.77
C 3.17426 -2.55702 0.82046 -0.20 0.45 -0.69
C 2.38780 -2.51486 1.93908 -0.09 0.03 0.07
C 1.22756 -1.72863 1.97090 0.14 0.21 -0.70
N 0.83758 -0.99212 0.92597 1.11 -1.08 0.71
C 1.60133 -1.02102 -0.18727 1.03 -0.60 -0.23
C 1.14085 -0.22036 -1.26688 0.42 0.03 -0.73
N 0.00022 0.45925 -1.02695 -0.11 0.56 -1.09
C -0.50822 1.23987 -1.98780 0.22 -0.46 0.70
C 0.11259 1.36279 -3.21998 0.60 -0.30 -0.26
C 1.28294 0.67214 -3.48105 -0.43 0.39 -0.22
C 1.84452 -0.15684 -2.49404 -0.58 0.14 0.57
H 4.39557 -2.28816 -1.66403 0.05 -0.04 0.02
H 4.07062 -3.15636 0.77782 0.09 -0.08 0.05
H 2.63681 -3.08162 2.82198 0.07 -0.06 0.04
H 0.61562 -1.70395 2.85947 -0.04 0.03 0.00
H -1.42142 1.76881 -1.76183 -0.06 -0.04 0.18
H -0.31979 1.99869 -3.97490 -0.05 0.06 -0.06
H 1.78629 0.75156 -4.43483 -0.30 0.13 0.19
```
Positions in Å, forces in eV/Å.

Summary:
2S+1 = 2
Highest occupied orbital energy (alpha / beta) = -0.42026 / -0.42594 Ha
Gap between HOMO and LUMO (alpha / beta) = 6.81 / 6.95 eV
Net charge = +1